Entry 1:
Entry from OMol25: a cluster of 14 separate species, C26H84N24O14 in total at a distorted geometry (wB97M-V/def2-TZVPD).

Frontier orbital gap: 7.78 eV

```
148
Properties=species:S:1:pos:R:3:forces:R:3
C -2.8683 19.3667 -6.6499 -0.974 0.166 0.663
C -1.8130 20.2949 -5.9989 0.206 -2.197 -0.292
C -2.3395 21.4092 -5.1093 0.259 0.664 -0.614
O -2.7577 22.4490 -5.9654 -0.853 0.170 -1.146
C -3.0269 23.7576 -5.4656 0.260 -0.944 0.865
N -0.9178 19.4432 -5.1991 0.257 0.593 0.228
H -2.5268 18.3400 -6.7926 0.629 0.248 -0.426
H -3.2890 19.7407 -7.5839 -0.035 0.073 0.042
H -3.6805 19.1600 -5.9428 -0.257 0.431 0.016
H -1.2234 20.6471 -6.8476 0.031 0.743 0.309
H -1.5158 21.7351 -4.4634 0.095 0.139 0.062
H -3.1406 21.0522 -4.4525 -0.150 -0.047 -0.017
H -2.1345 24.0111 -4.8904 -0.244 0.725 0.164
H -3.9385 23.7967 -4.8590 0.126 -0.272 0.434
H -3.2329 24.4935 -6.2390 0.588 -0.373 -0.431
H -0.7940 18.5538 -5.6589 0.036 -0.070 0.133
H -1.2471 19.2841 -4.2475 0.085 -0.078 -0.178
C -9.3409 27.3508 -7.1536 0.868 -0.400 0.846
C -9.7162 26.0995 -6.2920 -0.011 1.174 -1.096
C -8.9176 25.9491 -5.0180 0.241 1.429 0.834
O -7.5368 25.6995 -5.2657 -0.827 0.228 -0.364
C -6.7533 25.8627 -4.1006 -0.677 -0.193 0.685
N -11.1636 26.2694 -5.9960 0.773 -0.881 0.394
H -8.2686 27.5521 -7.2091 0.103 -0.423 -0.276
H -9.7334 28.2605 -6.6955 -0.379 -0.066 -0.085
H -9.7535 27.1778 -8.1462 0.037 0.356 -0.068
H -9.4892 25.2561 -6.9475 -0.534 -0.388 0.201
H -9.3545 25.2835 -4.2660 0.009 -0.728 -0.432
H -8.9779 26.9074 -4.4818 0.002 0.318 -0.055
H -7.1211 25.1740 -3.3308 0.559 -0.674 -0.137
H -6.9131 26.8062 -3.5657 0.135 0.551 -0.682
H -5.7158 25.7373 -4.3975 -0.013 -0.143 0.295
H -11.6130 26.5669 -6.8528 -0.122 -0.058 -0.017
H -11.1902 27.0775 -5.3828 -0.301 0.031 0.077
C 2.3871 25.7247 6.9231 0.703 0.362 0.511
C 1.8164 25.0510 5.6816 1.014 0.630 -0.168
C 2.1487 25.8733 4.4322 -1.504 0.513 0.474
O 1.6945 25.2847 3.2192 0.832 0.905 0.762
C 0.3008 25.1624 3.1061 0.420 -1.615 -1.478
N 2.4589 23.7439 5.5276 -1.339 -0.458 0.789
H 2.6269 25.0330 7.7340 0.044 -0.400 -0.300
H 1.7495 26.4403 7.4446 -0.252 0.218 -0.584
H 3.3244 26.2230 6.6666 0.046 0.056 0.151
H 0.7312 25.1287 5.8178 -0.211 -0.867 -0.291
H 3.1945 26.1536 4.3278 0.096 -0.431 0.020
H 1.5657 26.7832 4.6315 0.199 0.470 -0.450
H -0.3261 26.0418 3.2621 0.269 0.113 0.446
H -0.0077 24.2466 3.6207 -0.556 0.425 0.513
H 0.2258 24.8629 2.0566 -0.585 0.259 -0.073
H 1.8854 23.1784 4.9065 0.297 0.078 -0.477
H 2.2871 23.2842 6.4197 0.455 -0.239 0.059
C -4.4663 23.4248 -1.6709 -0.804 0.086 0.575
C -3.6969 24.2632 -0.6498 0.944 -0.472 -1.126
C -4.5979 24.9620 0.3278 -0.882 0.720 -0.060
O -3.9778 25.6165 1.4223 0.781 0.259 0.320
C -3.1549 26.7424 1.0804 -0.675 -0.714 -0.105
N -2.7008 23.3790 -0.0208 0.812 1.155 0.689
H -5.0543 22.7086 -1.0920 -0.114 -0.158 -0.236
H -3.8311 22.8472 -2.3408 0.262 0.221 0.066
H -5.1509 24.0072 -2.2894 -0.041 0.061 0.059
H -3.1566 25.0230 -1.2238 -0.021 0.171 0.099
H -5.3580 24.3278 0.7819 0.258 -0.332 -0.091
H -5.1504 25.7105 -0.2559 -0.141 0.086 -0.075
H -3.7868 27.5567 0.7192 0.097 0.126 -0.203
H -2.4307 26.4598 0.3167 -0.091 -0.082 -0.131
H -2.6018 27.0886 1.9509 -0.192 -0.179 0.182
H -1.7955 23.8222 -0.1773 0.117 0.006 -0.214
H -2.7411 23.4821 0.9999 -0.427 -0.615 -0.251
C -2.9900 23.1126 3.7585 -0.243 0.704 -1.211
O -2.7353 22.6911 2.6337 -0.196 0.095 1.093
N -3.8984 24.0962 4.0320 -0.353 -0.146 -0.412
N -2.3540 22.7110 4.8767 0.471 -0.533 0.527
H -4.0361 24.3910 4.9799 -0.272 0.075 -0.122
H -4.5199 24.4043 3.3014 0.148 0.153 -0.040
H -1.4390 22.3207 4.7216 -0.064 -0.053 0.360
H -2.5580 23.2792 5.6787 0.648 -0.312 0.338
C -7.1803 26.5141 3.0484 0.009 -0.306 -0.923
O -7.3828 25.7825 2.0720 0.107 0.628 0.074
N -6.1046 27.3228 3.1927 -0.188 -0.383 -0.256
N -8.0866 26.6248 4.0352 -1.423 -0.372 1.191
H -5.8538 27.5504 4.1372 0.447 0.523 -0.310
H -5.5024 27.3861 2.3881 0.534 -0.201 0.443
H -7.8709 26.8183 4.9980 0.235 0.345 -0.182
H -8.9777 26.1743 3.9043 0.242 -0.282 -0.123
C -3.3715 27.3929 -4.2037 1.769 -1.246 -1.355
O -2.7030 26.7059 -4.9927 -0.636 0.655 0.389
N -4.3610 28.2293 -4.5496 -1.405 1.042 -0.146
N -3.1604 27.4182 -2.8844 -0.618 0.175 1.413
H -4.8149 28.7011 -3.7842 -0.152 0.272 -0.260
H -4.6387 28.4807 -5.4797 0.300 -0.438 -0.084
H -3.8849 27.8505 -2.3364 0.256 0.172 0.454
H -2.4247 26.9291 -2.4094 0.205 -0.328 -0.368
C -5.4601 30.4188 -0.7294 0.401 0.785 -1.634
O -5.1620 29.3470 -1.2719 -0.236 -0.362 0.492
N -6.2276 31.3344 -1.3511 -0.533 0.429 -0.373
N -4.8999 30.8649 0.3969 0.648 -0.914 1.148
H -6.7719 31.0834 -2.1575 -0.063 -0.189 0.187
H -6.3372 32.2515 -0.9596 -0.180 -0.060 -0.063
H -5.1893 31.6916 0.8833 -0.061 -0.070 -0.028
H -4.2462 30.2188 0.8193 0.240 0.386 0.162
C -7.2173 22.2855 1.0663 1.196 0.171 -0.621
O -6.9807 21.1085 0.8239 -0.307 0.396 0.431
N -7.4824 23.2080 0.1270 -0.839 0.476 -1.585
N -7.0152 22.8781 2.2744 0.092 -1.857 1.094
H -7.4018 22.9531 -0.8477 -0.345 -0.044 0.032
H -7.8213 24.1142 0.3990 0.166 0.017 -0.102
H -7.1383 23.8548 2.4793 0.092 -0.018 -0.070
H -6.5960 22.1753 2.8670 -0.150 0.707 0.686
C -8.4965 28.1082 -0.9816 -0.106 -0.694 -0.162
O -8.6486 29.2644 -1.3573 0.314 -0.023 0.199
N -9.4966 27.1947 -1.0362 -1.050 -0.374 -0.073
N -7.3342 27.5643 -0.5382 0.791 1.421 -0.250
H -10.4332 27.5118 -1.2146 0.102 -0.028 -0.035
H -9.3491 26.2369 -0.7742 -0.091 0.063 0.044
H -7.2098 26.6510 -0.1393 -0.215 0.069 0.105
H -6.5560 28.2137 -0.6360 0.218 -0.584 0.082
C 0.0185 25.4829 -1.9711 -1.312 -0.060 0.253
O -0.9218 26.2267 -1.6879 0.785 0.578 0.289
N 1.3252 25.7612 -1.7749 -0.174 0.521 0.172
N -0.2391 24.2743 -2.4863 0.627 -0.902 -0.111
H 2.0247 25.0509 -1.8822 0.215 0.288 0.003
H 1.5185 26.6678 -1.3914 0.384 -0.183 -0.004
H 0.5101 23.6062 -2.4289 -0.370 -0.293 -0.602
H -1.1983 23.9849 -2.5878 0.057 -0.088 -0.056
C -1.0856 29.4807 0.8180 0.435 0.066 1.048
O -2.2555 29.6179 1.1509 -0.124 -0.107 -0.426
N -0.1480 30.4331 1.0619 0.651 0.405 -0.172
N -0.5438 28.3412 0.3078 -0.979 0.108 0.139
H 0.8108 30.1846 0.8980 0.050 0.340 0.102
H -0.3406 31.2428 1.6225 -0.216 -0.130 -0.034
H 0.4300 28.2695 0.0880 -0.122 -0.023 -0.222
H -1.2091 27.6927 -0.0744 0.513 -0.236 -0.347
C -6.8860 22.0662 -4.4647 -0.142 0.807 0.363
O -7.0923 22.3271 -3.2808 0.176 -0.347 -0.541
N -6.0977 21.0827 -4.9636 0.272 -0.730 0.672
N -7.4183 22.7639 -5.5017 -0.901 0.683 -0.400
H -5.5308 20.5128 -4.3593 -0.078 0.105 -0.091
H -5.9087 21.1408 -5.9413 0.532 -0.430 -0.104
H -7.1373 22.5446 -6.4360 0.008 0.042 -0.143
H -7.8719 23.6603 -5.3989 0.304 -0.155 0.367
C -1.0381 20.3254 -1.8342 -0.254 -1.624 -2.468
O -1.0519 19.1794 -2.3070 -0.106 0.199 1.104
N -2.1263 21.0312 -1.5514 -0.074 0.448 0.374
N 0.1049 21.0436 -1.8757 1.306 0.667 0.418
H -1.9916 21.9333 -1.1013 -1.075 -0.290 0.365
H -3.0138 20.5591 -1.5483 0.009 0.149 0.257
H 0.1363 21.9848 -1.5311 0.056 -0.213 0.311
H 0.9641 20.5468 -2.0335 -0.104 0.002 -0.013
```
Forces are in eV/Å.

Entry 2:
Entry from OMol25: a structure of composition C27H15Br5EuIN2O6 at a distorted geometry (wB97M-V/def2-TZVPD).

Frontier orbital gap (spin up / spin down): 5.60 / 5.62 eV
Spin multiplicity: 7

```
57
Properties=species:S:1:pos:R:3:forces:R:3
Eu 0.5506 0.6516 -0.5574 -1.290 -3.094 1.395
O -2.4342 0.6559 -3.7830 -0.310 0.077 0.112
C -1.7593 0.7809 -2.6518 0.631 -0.036 -0.679
O -0.5362 0.7475 -2.6197 -0.852 0.188 -0.546
C -2.5779 1.0669 -1.4572 -0.529 0.267 0.700
C -3.9527 1.3035 -1.4673 0.298 -0.060 -0.302
C -4.5630 1.6451 -0.2792 -0.083 0.043 0.238
C -3.8114 1.7336 0.8877 0.090 0.010 -0.160
C -2.4604 1.4372 0.8072 -0.155 -0.117 -0.213
N -1.8681 1.1149 -0.3394 -0.825 0.381 -0.342
C -1.4863 1.3699 1.9394 0.266 -0.211 -0.068
O -1.8810 1.6074 3.1750 0.021 0.062 0.233
O -0.3391 1.0518 1.7188 -0.224 0.285 0.408
H -1.8056 0.5550 -4.5129 0.103 -0.039 0.002
H -4.5034 1.2205 -2.3930 -0.037 0.032 0.021
H -5.6272 1.8311 -0.2427 -0.005 0.008 -0.026
H -4.2932 2.0122 1.8138 -0.015 -0.055 0.036
H -2.8225 1.8043 3.2441 -0.070 -0.014 -0.085
Br 3.7365 6.6447 -2.1614 -0.027 -0.037 0.024
C 3.3575 4.8139 -1.8976 0.115 0.008 -0.055
C 4.2945 3.8447 -2.2329 -0.032 0.125 0.003
Br 5.9917 4.3383 -2.8951 -0.047 -0.038 -0.011
C 3.9707 2.4977 -2.0657 0.036 -0.161 -0.032
Br 5.1739 1.1206 -2.5447 -0.030 0.018 0.024
C 2.7459 2.0859 -1.5469 0.416 0.890 -0.238
O 2.4340 0.8052 -1.4070 1.212 0.739 -0.634
C 1.8069 3.0863 -1.1330 0.979 0.648 -0.533
O 0.6712 2.7192 -0.5651 0.111 1.285 -0.019
C 2.1302 4.4232 -1.3608 -0.174 -0.035 0.109
Br 0.8032 5.6876 -0.8953 0.022 -0.031 0.023
C 0.6793 -1.8076 -1.7504 -0.329 -0.164 0.058
C -0.5146 -1.8408 -1.0599 0.271 -1.165 -0.168
C -1.7997 -1.8699 -1.7145 -0.135 -0.079 0.206
C -2.9661 -1.8536 -0.9967 0.179 0.016 -0.082
C -2.9506 -1.7560 0.4086 0.328 -0.019 0.031
C -1.7124 -1.8359 1.0820 -0.304 -0.066 -0.106
C -0.5384 -1.8972 0.3857 0.022 0.085 -0.208
C -4.1360 -1.5015 1.1337 -0.417 0.142 0.208
N -5.0855 -1.1856 1.7136 0.131 -0.056 -0.048
H 0.6925 -1.8923 -2.8281 0.016 0.115 -0.016
H 1.6085 -2.0352 -1.2359 0.022 0.162 0.033
H -1.8221 -2.0076 -2.7886 -0.026 0.012 -0.017
H -3.9210 -1.9041 -1.5071 -0.002 0.029 -0.021
H -1.7116 -1.8861 2.1645 0.068 0.075 0.040
H 0.3962 -2.0915 0.9024 0.004 0.086 0.083
Br 0.8353 -0.9856 4.1905 -0.048 -0.041 -0.041
C 1.9447 -2.2667 3.3589 0.133 0.141 -0.127
C 1.8979 -3.5751 3.8209 -0.026 0.050 0.055
C 2.7243 -4.5372 3.2671 0.019 -0.033 -0.015
C 3.6025 -4.1964 2.2509 0.030 -0.020 0.011
C 3.6461 -2.8945 1.7805 0.030 0.142 -0.159
C 2.8143 -1.9262 2.3239 -0.255 0.532 0.023
I 2.8916 0.0298 1.4642 0.706 -1.037 0.886
H 1.2153 -3.8253 4.6210 0.008 -0.009 0.002
H 2.6843 -5.5527 3.6372 -0.011 -0.003 -0.005
H 4.2574 -4.9395 1.8171 -0.004 -0.011 0.002
H 4.3230 -2.6223 0.9818 -0.004 -0.023 -0.009
```
Forces are in eV/Å.

Entry 3:
Entry from OMol25: a cluster of 2 separate species, C27H15F4O4 in total at a distorted geometry (wB97M-V/def2-TZVPD).

Frontier orbital gap: 3.65 eV
Net charge: -1

```
50
Properties=species:S:1:pos:R:3:forces:R:3
F 1.9659 -0.3775 3.5577 -1.011 0.280 -0.136
C 0.9284 0.3624 3.1437 1.685 1.008 -0.494
C 1.1460 1.5656 2.5845 1.273 -1.442 0.677
F 2.3981 2.0220 2.4476 -1.084 -0.009 0.032
C 0.0378 2.3804 2.1078 0.373 1.642 -0.866
O 0.2352 3.4680 1.6178 -0.057 -0.016 0.072
C -1.3115 1.8462 2.2313 -1.665 -1.144 0.320
F -2.3452 2.5660 1.7740 0.960 -0.219 0.237
C -1.5295 0.6427 2.7905 -1.140 1.414 -0.896
F -2.7789 0.1664 2.8824 0.981 0.030 0.146
C -0.4230 -0.1587 3.2954 -0.234 -1.641 0.705
O -0.6207 -1.2253 3.8289 -0.033 0.018 0.037
C 3.5635 4.3465 -2.4150 0.028 0.252 -0.110
C 3.5013 3.8405 -1.1278 0.080 0.407 -0.069
C 3.1461 2.5317 -0.9241 -0.329 -0.835 -0.615
C 2.8176 1.6934 -2.0077 0.447 0.443 -0.361
C 2.3385 0.3196 -1.7672 -1.064 -1.156 0.133
C 3.3297 -0.6907 -1.4344 -1.559 1.722 -0.133
C 2.9470 -2.1178 -1.2279 -0.226 -0.454 -0.062
C 2.5941 -2.9345 -2.2964 0.240 0.374 0.123
C 2.3172 -4.2693 -2.0982 -0.039 -0.158 -0.113
C 2.3831 -4.8106 -0.8313 -0.163 -0.267 0.049
C 2.7229 -4.0095 0.2387 -0.001 -0.038 0.202
C 3.0026 -2.6754 0.0425 0.202 0.295 -0.205
O 4.5067 -0.3721 -1.3355 1.480 -0.273 0.191
C 0.9073 0.0216 -1.7330 2.348 0.591 0.130
C -0.0442 0.8729 -2.5047 -0.142 0.445 -0.200
C -0.1074 2.2543 -2.3563 0.164 -0.214 0.182
C -0.9902 3.0039 -3.1018 -0.208 0.185 -0.009
C -1.8337 2.3835 -4.0007 -0.216 0.189 -0.147
C -1.7919 1.0122 -4.1507 -0.141 -0.084 -0.120
C -0.9044 0.2647 -3.4089 0.160 -0.194 0.165
O 0.4622 -0.9258 -1.1000 -1.064 -1.104 0.395
C 2.9419 2.2202 -3.3076 -0.043 -0.631 0.909
C 3.3031 3.5295 -3.5029 0.089 0.457 -0.027
H 3.8082 5.3840 -2.5710 0.114 0.223 -0.042
H 3.7117 4.4801 -0.2836 0.052 0.101 0.104
H 3.0837 2.1337 0.0738 0.001 -0.138 0.176
H 2.5620 -2.5147 -3.2859 -0.081 0.158 -0.270
H 2.0472 -4.8952 -2.9324 -0.051 -0.115 -0.208
H 2.1508 -5.8508 -0.6732 -0.020 -0.231 0.017
H 2.7643 -4.4270 1.2311 0.015 -0.082 0.218
H 3.2826 -2.0467 0.8693 0.052 0.154 0.243
H 0.5489 2.7370 -1.6560 0.135 0.184 0.167
H -1.0348 4.0740 -2.9759 0.038 0.177 0.046
H -2.5357 2.9657 -4.5746 -0.127 0.138 -0.138
H -2.4637 0.5249 -4.8392 -0.090 -0.093 -0.156
H -0.8617 -0.8051 -3.5191 -0.010 -0.266 0.017
H 2.7484 1.5734 -4.1451 -0.131 -0.173 -0.187
H 3.3761 3.9240 -4.5054 0.013 0.094 -0.136
```
Forces are in eV/Å.

Going through the records in order, we get relative energy (zero: lowest compared OMol25 entry of this formula, charge and spin) values of 23.0, 0.0, 0.0 kcal/mol.